# 1
DFT (ωB97M-V with the def2-TZVPD basis set) results for a molecular structure, C29H54N3OOsP2 in a non-equilibrium geometry.

Atoms and positions in Å:
C -2.249 1.150 -1.186
C -2.407 -1.106 -0.552
C -3.357 1.021 -2.019
C -3.676 -1.203 -1.174
C -4.133 -0.141 -1.939
H -3.601 1.847 -2.688
H -4.226 -2.126 -1.021
H -5.076 -0.209 -2.476
N -1.835 0.135 -0.402
P -0.520 2.521 0.492
P -0.119 -2.244 0.744
C -1.393 2.398 -1.148
H -0.648 2.321 -1.956
H -2.003 3.279 -1.375
C -1.658 -2.210 -0.105
H -2.157 -3.182 -0.104
C 0.571 -3.459 -0.687
C -0.310 -3.428 2.314
C 1.030 3.595 0.155
C -1.867 3.471 1.436
C 2.074 -3.255 -0.623
H 2.510 -3.545 0.340
H 2.563 -3.849 -1.407
H 2.313 -2.200 -0.796
C 0.200 -4.934 -0.564
H 0.583 -5.441 0.325
H -0.881 -5.097 -0.632
H 0.642 -5.451 -1.430
C -0.015 -3.012 -2.026
H 0.480 -3.540 -2.849
H -1.086 -3.229 -2.114
H 0.124 -1.930 -2.178
C 1.078 -4.028 2.583
H 1.831 -3.236 2.701
H 1.055 -4.591 3.528
H 1.427 -4.713 1.807
C -0.696 -2.628 3.557
H 0.035 -1.852 3.812
H -1.686 -2.173 3.472
H -0.735 -3.313 4.418
C -1.391 -4.510 2.182
H -1.229 -5.235 1.383
H -1.406 -5.087 3.120
H -2.391 -4.076 2.057
C -1.376 3.675 2.879
H -2.071 4.363 3.382
H -1.381 2.729 3.433
H -0.369 4.104 2.937
C -3.163 2.641 1.475
H -3.591 2.492 0.477
H -3.021 1.669 1.952
H -3.898 3.192 2.079
C -2.239 4.822 0.793
H -3.222 5.118 1.192
H -1.538 5.622 1.049
H -2.341 4.775 -0.297
C 1.377 3.530 -1.335
H 0.631 4.028 -1.968
H 2.338 4.039 -1.504
H 1.483 2.489 -1.656
C 2.203 3.014 0.957
H 2.475 2.009 0.610
H 3.084 3.655 0.813
H 1.984 2.984 2.033
C 0.871 5.068 0.538
H 0.153 5.588 -0.105
H 0.602 5.205 1.590
H 1.848 5.553 0.386
Os -0.176 0.206 0.926
C -1.123 0.252 2.502
O -1.752 0.271 3.502
N 0.886 0.256 -0.789
C 1.286 -0.417 -1.685
C 2.379 -0.341 -2.775
C 2.079 -1.336 -3.880
C 2.449 1.036 -3.419
C 3.764 -0.639 -2.213
H 2.136 -2.369 -3.523
H 1.086 -1.153 -4.304
H 2.822 -1.220 -4.681
H 2.902 1.780 -2.757
H 3.101 0.965 -4.299
H 1.468 1.386 -3.755
H 4.484 -0.555 -3.037
H 4.056 0.079 -1.437
H 3.855 -1.648 -1.803
N 1.676 -0.073 2.038
H 1.599 -0.764 2.788
H 1.970 0.805 2.473
H 2.450 -0.390 1.444

- ΔE to the lowest compared entry with this formula, charge and spin (kcal/mol) = 40.1
- multiplicity = 5
- E (eV) = -58482.413
- charge = +3
- E_LUMO (alpha / beta) (eV) = -9.265 / -13.370
- Kohn-Sham gap (alpha / beta) (Ha) = 0.199 / 0.177
- expectation value of S² = 6.0589
- HOMO level (alpha / beta) (eV) = -14.676 / -18.194

---

# 2
DFT (ωB97M-V with the def2-TZVPD basis set) results for 15 unconnected molecules or ions with the total composition C29H55BCl28IN3O5 in a non-equilibrium geometry.

Atoms and positions in Å:
C -0.093 -2.375 -0.709
C -1.430 -1.629 -0.763
N -1.379 -0.599 -1.825
C -1.251 0.762 -1.259
C -0.891 1.752 -2.366
C -0.288 3.173 -2.036
C -1.513 4.110 -2.049
C -1.432 5.557 -1.631
O -2.311 6.042 -0.930
N 0.573 3.399 -3.230
C 1.779 2.761 -3.000
O 2.717 2.715 -3.774
C 1.703 2.157 -1.555
I 3.752 1.901 -0.916
C 0.798 3.238 -0.906
C 0.137 2.864 0.457
C 0.297 3.785 1.652
N -0.393 5.079 1.479
B 1.692 4.578 -0.824
O 2.625 4.769 0.158
O 1.530 5.623 -1.682
C 2.202 6.836 -1.341
C -2.509 -0.707 -2.709
C -2.208 -0.692 -4.193
O -3.650 -0.815 -2.301
H 0.319 -2.474 -1.707
H -0.218 -3.380 -0.317
H 0.646 -1.844 -0.113
H -1.550 -1.133 0.198
H -2.205 -2.358 -0.951
H -0.485 0.678 -0.498
H -2.187 1.029 -0.755
H -0.259 1.225 -3.069
H -1.819 1.939 -2.906
H -2.321 3.658 -1.481
H -1.855 4.124 -3.086
H -0.651 6.225 -2.011
H 0.139 3.139 -4.108
H 1.335 1.144 -1.501
H 0.526 1.892 0.769
H -0.928 2.705 0.318
H -0.192 3.286 2.488
H 1.323 3.935 1.978
H 0.308 5.781 1.271
H -0.768 5.345 2.379
H 2.783 3.977 0.678
H 1.911 7.608 -2.055
H 3.279 6.733 -1.424
H 1.923 7.193 -0.354
H -1.881 0.301 -4.484
H -1.410 -1.396 -4.371
H -3.116 -0.963 -4.711
C 7.219 -1.066 -0.699
Cl 6.466 -2.362 0.236
Cl 6.679 0.527 -0.154
H 8.294 -1.126 -0.579
H 6.945 -1.184 -1.740
C 2.099 -1.073 -5.153
Cl 1.281 -0.905 -6.714
Cl 1.027 -0.657 -3.810
H 2.415 -2.103 -5.035
H 2.954 -0.407 -5.135
C 2.052 -4.911 1.053
Cl 2.156 -5.260 -0.681
Cl 2.921 -3.430 1.477
H 1.006 -4.798 1.327
H 2.497 -5.739 1.593
C 0.912 -3.113 5.396
Cl 0.847 -4.706 4.634
Cl 0.438 -1.797 4.318
H 0.226 -3.126 6.232
H 1.922 -2.927 5.742
C -4.300 -3.471 -6.048
Cl -3.774 -4.517 -4.724
Cl -2.929 -2.742 -6.892
H -4.867 -4.064 -6.755
H -4.914 -2.678 -5.637
C -2.382 -5.444 1.153
Cl -1.292 -4.720 2.341
Cl -1.494 -6.272 -0.136
H -3.017 -6.159 1.662
H -2.981 -4.658 0.711
C -5.333 -2.916 1.803
Cl -4.955 -4.135 3.032
Cl -3.859 -2.209 1.140
H -5.875 -3.403 1.001
H -5.937 -2.133 2.245
C -4.578 -8.747 3.290
Cl -3.129 -8.160 4.114
Cl -4.872 -7.861 1.789
H -4.445 -9.795 3.051
H -5.430 -8.610 3.944
C 7.137 -6.368 -0.309
Cl 7.245 -8.117 -0.067
Cl 5.467 -5.797 -0.306
H 7.674 -5.876 0.493
H 7.583 -6.126 -1.266
C -0.035 -3.116 9.582
Cl 0.008 -4.587 8.599
Cl -0.461 -1.684 8.636
H -0.779 -3.246 10.358
H 0.945 -2.965 10.018
C 0.926 3.907 8.267
Cl 1.022 2.180 7.906
Cl -0.748 4.463 8.397
H 1.423 4.090 9.212
H 1.412 4.456 7.470
C 2.365 9.024 -4.935
Cl 1.219 9.794 -6.035
Cl 2.176 9.603 -3.276
H 2.197 7.952 -4.946
H 3.369 9.256 -5.266
C -0.480 4.786 -6.958
Cl -1.275 3.469 -6.084
Cl -1.011 6.364 -6.377
H 0.589 4.699 -6.805
H -0.727 4.696 -8.008
C -4.182 -2.074 6.803
Cl -4.227 -2.545 8.510
Cl -2.604 -2.366 6.072
H -4.923 -2.655 6.267
H -4.405 -1.016 6.732

- E (eV) = -405079.627
- E_LUMO (eV) = 0.292
- Kohn-Sham gap (Ha) = 0.338
- HOMO level (eV) = -8.901

---

# 3
DFT (ωB97M-V with the def2-TZVPD basis set) results for a molecular structure, C29H56Br2FGaIO13S6.

Atoms and positions in Å:
C 1.731 8.716 1.530
C 1.892 7.292 0.987
C 2.998 6.395 1.589
I 3.671 6.976 3.552
Ga 2.468 4.441 1.582
C 4.073 3.237 1.704
C 4.646 3.139 3.132
C 5.273 1.766 3.448
O 3.649 3.379 4.132
C 0.829 3.993 2.671
Br -0.019 5.452 3.586
C 0.302 2.764 2.741
C 0.882 1.558 2.032
Br -1.290 2.283 3.691
S 1.726 4.211 -0.705
O 0.421 4.767 -0.997
O 2.823 4.601 -1.579
F 1.533 2.618 -1.070
H 1.238 8.702 2.511
H 2.686 9.248 1.607
H 1.081 9.291 0.855
H 2.097 7.337 -0.091
H 0.920 6.792 1.099
H 3.906 6.459 0.979
H 4.839 3.691 1.052
H 3.897 2.234 1.289
H 5.445 3.893 3.221
H 4.555 1.163 4.018
H 5.516 1.217 2.527
H 6.199 1.858 4.028
H 3.679 4.304 4.394
H 1.973 1.643 1.988
H 0.495 1.475 1.008
H 0.639 0.638 2.576
C -1.426 -4.008 4.971
C -2.644 -3.283 5.561
C -2.389 -1.774 5.426
S -1.331 -1.579 3.977
O -0.049 -1.071 4.399
O -2.078 -0.961 2.917
C -1.140 -3.323 3.642
H -1.601 -5.075 4.839
H -0.573 -3.886 5.642
H -3.539 -3.558 5.001
H -2.811 -3.556 6.603
H -3.297 -1.200 5.255
H -1.848 -1.365 6.277
H -0.137 -3.467 3.253
H -1.872 -3.589 2.881
C 2.388 -3.287 -1.382
C 3.233 -3.546 -0.128
C 2.288 -3.473 1.077
S 0.661 -3.944 0.472
O -0.223 -2.807 0.562
O 0.266 -5.207 1.055
C 1.143 -4.162 -1.241
H 2.940 -3.519 -2.290
H 2.093 -2.236 -1.430
H 3.687 -4.536 -0.196
H 4.038 -2.822 -0.022
H 2.560 -4.148 1.885
H 2.194 -2.456 1.457
H 0.317 -3.860 -1.884
H 1.366 -5.219 -1.387
C 6.326 1.426 -1.649
C 5.587 1.546 -0.312
C 5.206 0.127 0.127
S 6.454 -0.962 -0.579
O 5.830 -1.839 -1.544
O 7.280 -1.521 0.463
C 7.350 0.312 -1.463
H 6.807 2.363 -1.929
H 5.625 1.159 -2.443
H 6.245 1.999 0.433
H 4.707 2.174 -0.393
H 5.217 -0.003 1.207
H 4.241 -0.181 -0.276
H 7.732 -0.114 -2.388
H 8.174 0.627 -0.822
C -3.705 -2.927 -1.763
C -4.763 -2.909 -2.876
C -4.058 -3.336 -4.170
S -2.699 -4.406 -3.673
O -1.447 -3.772 -4.015
O -2.951 -5.761 -4.102
C -2.956 -4.246 -1.914
H -4.149 -2.835 -0.774
H -3.011 -2.094 -1.893
H -5.561 -3.614 -2.637
H -5.221 -1.935 -2.985
H -4.698 -3.901 -4.844
H -3.624 -2.487 -4.696
H -1.991 -4.259 -1.420
H -3.560 -5.094 -1.592
C -9.298 -0.825 -6.020
C -9.483 0.553 -5.369
C -8.646 0.570 -4.085
S -7.279 -0.570 -4.367
O -7.446 -1.681 -3.463
O -6.031 0.141 -4.452
C -7.798 -1.098 -5.998
H -9.690 -0.850 -7.036
H -9.821 -1.587 -5.438
H -9.129 1.329 -6.050
H -10.530 0.760 -5.152
H -8.229 1.548 -3.859
H -9.197 0.192 -3.226
H -7.532 -2.146 -6.122
H -7.263 -0.484 -6.723

- E (eV) = -325890.413
- charge = -1
- E_LUMO (eV) = 1.595
- Kohn-Sham gap (Ha) = 0.269
- HOMO level (eV) = -5.718